# 1
{"formula": "C21H43N2OP3RhS", "method": "ωB97M-V/def2-TZVPD", "s_squared": 6.044, "homo_ev": [-13.1031, -16.4848], "orbital_gap_ev": [5.570, 4.795], "spin_multiplicity": 5, "largest_force_ha_per_bohr": 0.050, "total_charge": 3, "e_lumo_ev": [-7.53, -11.69], "elements": ["Rh", "P", "P", "P", "H", "C", "C", "H", "C", "C", "C", "C", "C", "C", "C", "C", "C", "H", "H", "H", "H", "H", "H", "H", "H", "H", "H", "H", "H", "H", "H", "H", "H", "H", "H", "H", "H", "H", "H", "H", "H", "H", "H", "H", "H", "H", "C", "C", "C", "C", "C", "C", "O", "H", "H", "H", "H", "H", "H", "C", "N", "C", "C", "N", "C", "S", "H", "H", "H", "H", "H", "H"], "coordinates": [[0.297, -0.257, 0.089], [-1.452, -1.224, -1.105], [0.641, -1.598, 1.894], [1.734, -1.193, -1.373], [1.191, 2.459, 0.299], [1.207, 1.758, -0.542], [0.002, 1.502, -1.249], [-0.908, 2.015, -0.925], [-3.107, -0.528, -0.820], [-1.689, -2.996, -0.725], [-1.373, -1.131, -2.936], [1.905, -0.786, 2.927], [-0.838, -1.742, 2.946], [1.171, -3.319, 1.570], [2.008, -0.321, -2.970], [1.613, -2.942, -1.899], [3.385, -1.001, -0.639], [2.165, 1.616, -1.046], [0.074, 1.279, -2.315], [-3.083, 0.566, -0.901], [-3.468, -0.805, 0.177], [-3.792, -0.926, -1.584], [-1.759, -3.160, 0.358], [-0.872, -3.606, -1.127], [-2.632, -3.320, -1.189], [-1.137, -0.110, -3.258], [-2.371, -1.382, -3.325], [-0.643, -1.822, -3.372], [2.095, -1.427, 3.798], [1.535, 0.190, 3.267], [2.836, -0.631, 2.362], [-0.781, -2.693, 3.496], [-1.756, -1.729, 2.337], [-0.870, -0.906, 3.661], [1.164, -3.860, 2.528], [2.185, -3.359, 1.148], [0.468, -3.817, 0.885], [2.873, -0.793, -3.456], [2.235, 0.738, -2.813], [1.140, -0.412, -3.632], [2.526, -3.183, -2.463], [0.758, -3.122, -2.562], [1.551, -3.615, -1.037], [4.133, -1.155, -1.426], [3.574, -1.717, 0.168], [3.508, 0.011, -0.232], [6.094, -0.457, 1.608], [7.029, -0.293, 2.655], [8.160, 0.497, 2.418], [8.372, 1.085, 1.154], [7.496, 0.804, 0.103], [6.394, -0.028, 0.312], [4.833, -0.964, 1.799], [4.630, -1.163, 2.736], [6.864, -0.769, 3.629], [8.885, 0.663, 3.223], [9.234, 1.746, 0.989], [7.658, 1.230, -0.889], [5.740, -0.302, -0.504], [-2.728, 3.442, 0.490], [-3.223, 2.379, 1.348], [-4.547, 2.183, 1.693], [-4.607, 1.103, 2.516], [-3.301, 0.647, 2.662], [-2.445, 1.413, 1.909], [-0.748, 1.351, 1.825], [-1.716, 3.713, 0.782], [-2.738, 3.139, -0.559], [-3.394, 4.295, 0.611], [-5.330, 2.840, 1.349], [-5.445, 0.647, 3.021], [-3.011, -0.134, 3.245]], "forces_ev_per_a": [[-0.5, 0.3, -0.1], [0.2, 0.0, 0.2], [-0.2, -0.4, -0.8], [0.6, 0.0, -1.2], [0.1, -0.4, -0.2], [-1.4, 0.3, -0.8], [1.2, 1.1, 0.3], [0.3, -0.2, -0.2], [-0.3, 0.0, 0.0], [-0.4, 0.0, -0.3], [-0.3, -0.1, 0.0], [0.1, -0.5, 0.5], [-0.1, -0.5, 0.6], [0.0, -0.1, 0.8], [0.2, -0.4, -0.1], [0.6, -0.1, -0.1], [0.3, -0.4, -0.2], [-0.3, 0.1, 0.3], [-0.2, -0.1, 0.4], [0.0, -0.2, 0.0], [0.0, 0.0, -0.2], [0.1, 0.1, 0.3], [0.0, 0.1, -0.3], [-0.2, 0.2, 0.1], [0.2, -0.1, 0.1], [-0.1, -0.3, 0.1], [0.3, 0.0, 0.0], [-0.2, 0.2, 0.1], [0.1, 0.3, 0.0], [0.1, -0.3, -0.1], [-0.7, 0.0, 0.1], [-0.2, 0.3, 0.0], [0.4, -0.1, 0.1], [0.1, -0.3, -0.2], [0.1, -0.1, -0.3], [-0.3, 0.1, 0.1], [0.2, 0.3, 0.3], [-0.2, 0.2, -0.1], [-0.1, -0.3, -0.1], [0.3, 0.0, 0.1], [-0.2, -0.1, 0.1], [0.2, 0.1, 0.2], [0.0, 0.2, -0.3], [0.0, -0.1, 0.1], [-0.2, 0.1, -0.4], [-0.2, -0.3, -0.1], [-1.9, -0.9, 1.1], [1.4, 0.8, 0.5], [-0.9, -1.1, 1.2], [0.5, 0.4, 0.1], [-1.5, -0.9, -0.8], [1.2, 1.3, -1.4], [2.5, 0.6, 0.3], [0.6, 0.0, -0.3], [0.0, 0.3, -0.3], [-0.4, -0.1, -0.4], [-0.4, -0.4, 0.1], [0.1, -0.2, 0.3], [0.1, 0.2, 0.1], [-0.2, 0.4, -0.2], [-0.5, -0.3, 0.2], [0.7, 0.1, -0.2], [1.0, -0.3, 0.3], [-0.5, -0.1, -0.6], [-0.1, 0.4, 0.9], [-1.3, 0.7, 0.1], [-0.1, 0.0, 0.1], [0.0, 0.0, 0.1], [0.1, 0.0, 0.0], [0.0, -0.1, -0.1], [0.1, 0.1, 0.0], [-0.1, 0.3, -0.2]], "lowdin_charge": [0.170, 0.732, 0.657, 0.707, 0.040, -0.191, -0.253, 0.018, -0.238, -0.232, -0.227, -0.239, -0.276, -0.237, -0.224, -0.227, -0.279, 0.036, 0.042, 0.036, 0.042, 0.068, 0.036, 0.033, 0.070, 0.043, 0.067, 0.038, 0.069, 0.040, 0.011, 0.065, 0.026, 0.039, 0.063, 0.042, 0.035, 0.065, 0.045, 0.041, 0.068, 0.038, 0.027, 0.056, 0.032, 0.041, -0.190, 0.064, 0.026, 0.054, 0.022, 0.059, 0.071, 0.140, 0.148, 0.146, 0.154, 0.142, 0.103, 0.002, -0.101, 0.026, 0.020, 0.103, -0.652, 0.890, 0.087, 0.098, 0.117, 0.154, 0.149, 0.148]}


# 2
{"formula": "C21H43N2P3RuS", "method": "ωB97M-V/def2-TZVPD", "s_squared": 8.792, "homo_ev": [-14.6417, -16.4517], "orbital_gap_ev": [6.180, 3.532], "spin_multiplicity": 6, "largest_force_ha_per_bohr": 0.065, "total_charge": 3, "e_lumo_ev": [-8.46, -12.92], "elements": ["Ru", "P", "P", "P", "H", "C", "C", "H", "C", "C", "C", "C", "C", "C", "C", "C", "C", "H", "H", "H", "H", "H", "H", "H", "H", "H", "H", "H", "H", "H", "H", "H", "H", "H", "H", "H", "H", "H", "H", "H", "H", "H", "H", "H", "H", "H", "C", "C", "C", "C", "C", "C", "S", "H", "H", "H", "H", "H", "H", "C", "N", "C", "C", "N", "C", "H", "H", "H", "H", "H", "H"], "coordinates": [[-0.620, -0.709, -0.145], [-0.637, -2.833, -0.959], [1.484, 0.650, -1.337], [-2.258, -1.008, 1.325], [-0.828, 3.669, -3.377], [-1.723, 3.362, -2.830], [-2.035, 3.853, -1.628], [-1.349, 4.232, -0.885], [-1.734, -2.744, -2.426], [1.090, -3.143, -1.524], [-1.172, -4.280, 0.084], [1.570, 2.439, -1.014], [3.183, 0.105, -0.852], [1.512, 0.498, -3.175], [-2.819, 0.603, 1.994], [-1.782, -1.997, 2.813], [-3.798, -1.878, 0.807], [-2.246, 2.463, -3.181], [-3.101, 4.002, -1.404], [-1.700, -3.639, -3.055], [-1.393, -1.883, -3.009], [-2.765, -2.559, -2.108], [1.239, -4.116, -2.008], [1.743, -3.053, -0.644], [1.358, -2.348, -2.237], [-1.166, -5.242, -0.459], [-2.193, -4.073, 0.445], [-0.481, -4.354, 0.944], [2.469, 2.864, -1.463], [1.615, 2.597, 0.063], [0.689, 2.938, -1.411], [3.950, 0.519, -1.513], [3.222, -0.992, -0.861], [3.368, 0.444, 0.172], [2.484, 0.818, -3.592], [0.703, 1.109, -3.608], [1.336, -0.553, -3.460], [-3.262, 0.466, 2.984], [-3.566, 1.047, 1.319], [-1.978, 1.298, 2.070], [-2.667, -2.515, 3.213], [-1.366, -1.341, 3.590], [-1.029, -2.749, 2.539], [-4.633, -1.170, 0.794], [-4.024, -2.715, 1.479], [-3.684, -2.282, -0.205], [-5.331, 1.592, -1.502], [-6.252, 0.962, -2.393], [-7.332, 1.701, -2.859], [-7.501, 3.047, -2.473], [-6.588, 3.660, -1.593], [-5.518, 2.940, -1.083], [-3.953, 0.800, -1.035], [0.934, -0.951, -0.567], [-6.074, -0.076, -2.675], [-8.029, 1.242, -3.555], [-8.364, 3.609, -2.848], [-6.697, 4.715, -1.327], [-4.817, 3.391, -0.375], [3.111, -1.233, 3.890], [2.132, -0.552, 3.048], [1.730, 0.772, 3.116], [0.731, 0.964, 2.199], [0.543, -0.262, 1.554], [1.387, -1.154, 2.094], [4.107, -0.788, 3.802], [2.814, -1.189, 4.944], [3.149, -2.276, 3.568], [2.188, 1.472, 3.792], [0.176, 1.854, 1.940], [1.526, -2.183, 1.789]], "forces_ev_per_a": [[2.3, 1.7, -1.8], [0.3, -1.2, 0.0], [0.5, 0.6, -0.6], [-2.3, -0.5, 2.0], [0.3, -0.7, 0.5], [0.7, -0.7, 0.4], [-0.8, 0.3, -0.3], [0.2, 1.1, -0.5], [0.3, -0.2, 0.0], [-0.3, -0.5, -0.3], [0.2, 0.4, -0.2], [-0.1, 0.0, 0.1], [-0.7, -0.3, 0.3], [-0.3, -0.3, 0.1], [-0.3, 0.0, 0.4], [0.2, 0.1, -0.1], [0.0, -0.1, -0.3], [-0.7, 1.2, -0.8], [0.4, -1.1, 0.6], [0.0, 0.1, 0.1], [-0.1, -0.1, -0.1], [0.2, 0.0, -0.1], [0.0, 0.1, 0.1], [-0.2, -0.1, -0.3], [-0.1, -0.3, 0.2], [0.0, 0.5, 0.1], [0.5, -0.2, -0.1], [-0.4, 0.0, -0.4], [0.0, -0.1, -0.1], [0.0, 0.0, 0.0], [0.0, 0.0, 0.0], [-0.3, 0.0, 0.0], [0.2, 0.3, -0.1], [0.0, 0.0, -0.1], [-0.4, -0.1, 0.3], [0.3, -0.2, 0.2], [0.1, 0.4, 0.0], [0.0, 0.1, 0.0], [0.4, -0.2, 0.4], [-0.1, -0.2, 0.1], [0.3, 0.3, -0.1], [-0.1, -0.2, -0.2], [-0.3, 0.2, 0.1], [0.1, -0.2, 0.1], [0.0, 0.3, -0.1], [-0.1, 0.1, 0.2], [-0.4, 0.2, -0.6], [1.9, -0.2, 1.4], [-1.6, 1.8, -0.5], [-0.1, 0.0, 0.2], [-2.2, 0.8, -1.4], [1.1, -1.5, 0.4], [1.1, -0.7, -0.1], [-0.1, -0.5, -0.5], [-0.1, 0.3, 0.0], [0.0, 0.1, 0.1], [0.5, -0.2, 0.1], [-0.1, -0.3, -0.1], [-0.3, -0.3, -0.2], [0.3, -0.1, 0.4], [-0.7, 0.3, -0.5], [-0.1, 0.0, -0.1], [0.9, -1.3, 0.1], [0.5, -0.2, 1.0], [0.1, 1.5, 0.4], [-0.3, 0.0, -0.2], [-0.1, 0.0, -0.3], [0.1, 0.2, 0.1], [0.0, 0.0, 0.1], [0.1, -0.2, 0.1], [-0.2, 0.2, 0.1]], "lowdin_charge": [0.575, 0.703, 0.807, 0.642, 0.065, -0.064, -0.070, 0.055, -0.239, -0.256, -0.211, -0.231, -0.216, -0.221, -0.272, -0.222, -0.270, 0.047, 0.028, 0.068, 0.038, 0.026, 0.067, 0.036, 0.018, 0.073, 0.032, 0.048, 0.074, 0.034, 0.014, 0.072, 0.041, 0.048, 0.075, 0.047, 0.035, 0.068, -0.034, 0.023, 0.065, 0.059, 0.024, 0.029, 0.059, 0.008, -0.656, 0.023, 0.070, 0.037, 0.064, -0.006, 0.857, -0.087, 0.138, 0.151, 0.146, 0.154, 0.125, 0.023, -0.095, -0.010, -0.115, -0.179, -0.147, 0.111, 0.113, 0.102, 0.141, 0.106, 0.138]}


# 3
{"formula": "C21H43N2P3STl", "method": "ωB97M-V/def2-TZVPD", "homo_ev": -14.0070, "orbital_gap_ev": 5.519, "largest_force_ha_per_bohr": 0.046, "total_charge": 3, "e_lumo_ev": -8.49, "elements": ["Tl", "P", "P", "P", "H", "C", "C", "H", "C", "C", "C", "C", "C", "C", "C", "C", "C", "H", "H", "H", "H", "H", "H", "H", "H", "H", "H", "H", "H", "H", "H", "H", "H", "H", "H", "H", "H", "H", "H", "H", "H", "H", "H", "H", "H", "H", "C", "C", "C", "C", "C", "C", "S", "H", "H", "H", "H", "H", "H", "C", "N", "C", "C", "N", "C", "H", "H", "H", "H", "H", "H"], "coordinates": [[-1.252, -3.334, -1.633], [1.292, 1.596, 2.513], [-0.813, 1.038, 2.834], [-1.539, 3.349, -1.765], [-0.024, -5.231, -3.953], [-0.395, -4.303, -4.364], [0.611, -3.334, -5.018], [1.603, -3.749, -4.874], [2.341, 0.136, 2.745], [1.676, 2.818, 3.772], [1.292, 2.128, 0.796], [-1.146, 0.017, 1.340], [-0.790, 0.292, 4.508], [-1.878, 2.518, 2.932], [-1.935, 4.137, -3.358], [-1.194, 4.572, -0.519], [-2.917, 2.329, -1.301], [-1.324, -4.265, -4.954], [0.642, -3.014, -6.116], [2.199, -0.597, 1.939], [2.205, -0.378, 3.703], [3.387, 0.475, 2.711], [1.519, 2.456, 4.797], [1.078, 3.725, 3.637], [2.735, 3.073, 3.664], [1.122, 1.286, 0.110], [2.256, 2.577, 0.558], [0.529, 2.897, 0.608], [-2.182, -0.349, 1.377], [-0.491, -0.863, 1.276], [-0.995, 0.586, 0.412], [-1.821, 0.316, 4.893], [-0.138, 0.832, 5.223], [-0.445, -0.754, 4.446], [-2.804, 2.227, 3.457], [-2.157, 2.862, 1.922], [-1.403, 3.356, 3.471], [-2.926, 4.588, -3.249], [-1.932, 3.375, -4.159], [-1.166, 4.905, -3.562], [-2.049, 5.242, -0.441], [-0.298, 5.141, -0.800], [-1.042, 4.106, 0.460], [-3.789, 2.672, -1.874], [-3.135, 2.399, -0.226], [-2.717, 1.279, -1.552], [0.574, 0.300, -2.955], [-0.581, -0.017, -3.709], [-0.751, -1.358, -4.039], [0.427, -2.150, -4.035], [1.340, -1.971, -2.998], [1.379, -0.734, -2.392], [1.034, 1.978, -2.883], [-0.123, 2.355, -2.145], [-1.308, 0.757, -4.008], [-1.668, -1.718, -4.572], [-0.624, -3.546, -3.623], [2.133, -2.725, -2.927], [2.277, -0.440, -1.815], [1.670, -3.651, 3.792], [1.378, -3.735, 2.354], [1.850, -4.636, 1.432], [1.253, -4.333, 0.247], [0.388, -3.278, 0.413], [0.484, -2.937, 1.711], [0.915, -4.196, 4.390], [2.656, -4.102, 3.975], [1.658, -2.586, 4.096], [2.550, -5.388, 1.703], [1.362, -4.820, -0.688], [-0.067, -2.199, 2.292]], "forces_ev_per_a": [[-0.6, 0.3, 0.7], [-0.1, -0.3, 0.1], [0.2, 0.3, 0.2], [1.1, -1.0, -0.6], [-0.1, -0.3, -0.4], [-1.2, 1.3, -1.6], [0.9, 0.9, 0.4], [0.3, 0.2, 0.1], [0.1, -0.2, -0.2], [0.1, 0.3, 0.0], [0.2, 0.4, 0.0], [-0.4, -0.3, 0.4], [-0.2, -0.6, -0.3], [-0.1, 0.0, -0.4], [0.0, 0.2, 0.5], [-0.7, 1.0, 0.3], [-1.4, 0.0, 0.2], [0.2, -1.2, 0.2], [-1.0, -0.6, 1.5], [-0.1, 0.3, 0.1], [-0.1, 0.4, -0.1], [-0.2, 0.0, -0.1], [0.0, -0.1, -0.4], [0.1, -0.1, -0.1], [0.0, 0.1, 0.0], [0.1, 0.1, 0.2], [0.2, 0.0, -0.1], [0.2, -0.2, 0.1], [0.2, 0.2, 0.0], [-0.1, 0.6, 0.1], [-0.2, 0.2, 0.4], [0.3, -0.1, -0.1], [-0.3, -0.1, -0.6], [-0.2, 0.4, 0.1], [0.4, 0.1, -0.1], [0.2, -0.2, 0.4], [-0.1, -0.5, -0.1], [0.1, 0.1, -0.4], [0.0, 0.4, 0.4], [-0.4, -0.4, -0.1], [0.1, 0.4, 0.3], [-0.2, -0.1, 0.1], [0.0, 0.1, -0.2], [-0.2, -0.3, 0.4], [-0.1, 0.0, -0.3], [-0.1, 0.3, 0.0], [-0.1, -0.4, 0.5], [0.0, -0.7, 1.2], [0.0, 0.3, -1.9], [0.4, -0.6, -0.7], [0.2, -0.5, -1.3], [0.5, 2.0, -0.5], [1.7, -0.3, 0.0], [0.1, 0.5, -0.1], [0.5, -0.5, 0.2], [1.0, 0.5, 0.1], [-0.7, -1.8, 0.5], [-0.1, 0.5, 0.3], [-0.8, -0.2, -0.1], [-0.1, -0.3, 0.1], [-0.5, 0.3, -0.2], [-0.1, 0.4, 0.4], [-0.3, 0.5, 0.8], [0.1, 0.6, 1.4], [0.6, -1.0, -0.5], [0.4, 0.2, -0.4], [-0.3, 0.3, 0.0], [0.2, -0.6, -0.1], [0.4, -0.4, 0.1], [0.2, -0.3, -0.6], [0.1, -0.4, -0.4]], "lowdin_charge": [1.059, 0.817, 0.859, 0.734, 0.095, -0.120, -0.133, 0.104, -0.166, -0.173, -0.192, -0.174, -0.170, -0.159, -0.216, -0.266, -0.267, 0.110, 0.158, 0.064, 0.058, 0.092, 0.078, 0.075, 0.088, 0.043, 0.090, 0.036, 0.090, 0.009, 0.053, 0.082, 0.077, 0.056, 0.089, 0.040, 0.080, 0.057, 0.058, 0.070, 0.062, 0.071, -0.006, 0.060, 0.031, 0.032, -0.658, -0.091, -0.106, -0.327, -0.106, -0.123, 0.716, -0.267, 0.117, 0.147, -0.167, 0.136, 0.111, 0.017, -0.113, -0.013, -0.149, -0.089, -0.194, 0.115, 0.113, 0.068, 0.135, 0.098, 0.098]}


Short version: E = -2542.5092 -2451.4427 -2529.1510 Ha, in the order given.